111
Properties=species:S:1:pos:R:3 method="wB97M-V/def2-TZVPD" homo_ev=-11.60 charge=+1
C 3.325 2.179 2.834
C 2.483 1.357 2.597
C 1.453 0.438 2.115
C 2.042 -0.913 1.690
C 3.031 -0.850 0.521
N 2.357 -0.545 -0.788
C 2.922 0.640 -1.559
C 2.956 1.867 -0.694
C 1.893 2.652 -0.616
C 4.218 0.306 -2.324
C 5.510 0.204 -1.513
C 6.255 1.493 -1.123
C 5.971 2.766 -1.900
F 6.087 1.712 0.261
O 4.033 -0.915 -3.062
C 3.591 -1.997 -2.294
C 2.216 -1.735 -1.701
C 1.609 -2.950 -1.023
C 0.097 -2.754 -0.694
C -0.859 -3.667 -1.505
C -2.078 -2.891 -2.087
C -3.421 -3.256 -1.405
C -4.163 -1.977 -0.929
C -4.952 -2.260 0.364
C -5.731 -1.060 0.980
C -5.751 0.222 0.147
C -4.512 1.113 0.329
C -4.412 2.168 -0.794
C -3.817 3.509 -0.276
C -2.943 4.192 -1.354
C -1.470 3.755 -1.236
C -0.809 3.677 -2.631
O 1.296 -1.263 -2.711
C 1.186 -2.054 -3.735
N 1.094 -2.729 -4.661
H 4.058 2.926 3.036
H 0.831 0.900 1.345
H 0.783 0.238 2.957
H 1.221 -1.598 1.465
H 2.574 -1.350 2.534
H 3.804 -0.124 0.767
H 3.516 -1.821 0.480
H 1.394 -0.274 -0.554
H 2.184 0.876 -2.326
H 3.842 2.141 -0.138
H 0.986 2.444 -1.177
H 1.881 3.529 0.017
H 4.296 1.055 -3.108
H 6.204 -0.383 -2.117
H 5.380 -0.376 -0.599
H 7.319 1.287 -1.247
H 6.860 3.397 -1.841
H 5.826 2.572 -2.961
H 5.157 3.361 -1.492
H 4.279 -2.268 -1.484
H 3.562 -2.866 -2.951
H 1.683 -3.810 -1.689
H 2.116 -3.243 -0.106
H -0.056 -3.003 0.357
H -0.200 -1.708 -0.796
H -0.336 -4.152 -2.331
H -1.185 -4.465 -0.840
H -1.883 -1.822 -2.002
H -2.113 -3.115 -3.153
H -3.263 -3.878 -0.524
H -4.024 -3.801 -2.129
H -4.838 -1.651 -1.717
H -3.414 -1.219 -0.705
H -5.635 -3.082 0.134
H -4.241 -2.670 1.087
H -6.757 -1.391 1.139
H -5.287 -0.834 1.951
H -6.598 0.813 0.494
H -5.955 0.030 -0.907
H -4.611 1.622 1.290
H -3.590 0.524 0.358
H -3.807 1.798 -1.623
H -5.429 2.349 -1.142
H -3.220 3.284 0.609
H -4.660 4.142 0.000
H -3.009 5.267 -1.183
H -3.336 3.928 -2.335
H -0.916 4.487 -0.648
H -1.422 2.781 -0.743
H -0.970 2.684 -3.056
H 0.272 3.830 -2.582
H -1.206 4.442 -3.294
C -8.858 0.230 4.270
C -9.824 -0.347 4.979
C -11.089 -0.791 4.339
O -11.969 -1.316 4.983
C -11.231 -0.567 2.877
C -10.264 0.010 2.170
C -9.002 0.453 2.811
O -8.118 0.977 2.164
H -7.929 0.563 4.716
H -9.740 -0.520 6.044
H -12.160 -0.899 2.431
H -10.347 0.184 1.104
C 10.281 -1.855 2.278
C 10.438 -1.202 1.130
C 9.482 -0.148 0.712
O 9.610 0.445 -0.341
C 8.349 0.156 1.619
C 8.190 -0.499 2.766
C 9.144 -1.557 3.188
O 8.998 -2.153 4.231
H 10.964 -2.629 2.605
H 11.257 -1.405 0.452
H 7.672 0.931 1.289
H 7.370 -0.296 3.444


59
Properties=species:S:1:pos:R:3 method="wB97M-V/def2-TZVPD" homo_ev=-8.82 smiles="Cc1ccc([C@@]23C[C@@H]4C[C@@H](C[C@@](CC(=O)NC(C)(C)CO)(C4)C2)C3)cc1"
C -4.297 -3.960 -0.202
C -3.591 -2.639 -0.162
C -3.952 -1.652 0.741
C -3.281 -0.441 0.789
C -2.221 -0.169 -0.065
C -1.868 -1.163 -0.977
C -2.534 -2.372 -1.024
H -2.236 -3.120 -1.747
H -1.063 -0.991 -1.678
C -1.434 1.129 -0.032
C -1.496 1.813 -1.407
C -0.634 3.074 -1.407
C -1.157 4.051 -0.358
C -1.085 3.386 1.014
C -1.943 2.120 1.020
H -1.899 1.664 2.011
H -2.981 2.389 0.808
C 0.366 3.033 1.339
H 0.976 3.939 1.350
C 0.901 2.055 0.291
C 0.815 2.711 -1.090
H 1.430 3.614 -1.105
H 1.212 2.026 -1.841
C 0.029 0.797 0.296
H 0.076 0.306 1.272
H 0.415 0.099 -0.444
C 2.364 1.679 0.615
C 2.796 0.442 -0.158
O 2.956 0.450 -1.364
N 2.993 -0.645 0.624
H 2.672 -0.589 1.577
C 3.194 -2.013 0.150
C 4.361 -2.071 -0.834
H 4.171 -1.420 -1.681
H 5.272 -1.741 -0.340
H 4.501 -3.089 -1.188
C 3.487 -2.880 1.373
H 3.713 -3.896 1.062
H 2.617 -2.905 2.025
H 4.340 -2.485 1.919
C 1.894 -2.493 -0.528
O 0.847 -2.439 0.419
H 0.000 -2.520 -0.034
H 2.030 -3.519 -0.896
H 1.691 -1.840 -1.385
H 3.014 2.507 0.327
H 2.472 1.511 1.688
H 0.419 2.581 2.333
H -1.466 4.077 1.775
H -2.189 4.328 -0.585
H -0.556 4.964 -0.363
H -0.681 3.540 -2.398
H -2.534 2.067 -1.638
H -1.140 1.136 -2.184
H -3.606 0.291 1.511
H -4.774 -1.827 1.421
H -3.708 -4.715 0.320
H -5.270 -3.895 0.279
H -4.433 -4.293 -1.229


Number 1: frontier orbital gap 8.24 eV. Number 2: frontier orbital gap 9.52 eV.